Model one:
An isolated molecule of C2H3N3OS, computed with the ωB97M-V functional and the def2-TZVPD basis.

Geometry as XYZ:
```
10
Properties=species:S:1:pos:R:3:mulliken_charge:R:1
C 1.078 -0.030 0.527 -0.408
C -0.614 0.203 0.076 0.449
N -0.801 0.244 -1.189 -0.356
N 0.289 0.105 -1.964 -0.220
N -1.540 0.500 0.996 -0.423
O 2.849 -0.250 -1.455 -0.520
S 1.499 -0.489 -1.074 0.658
H 1.145 -0.752 1.354 0.280
H -1.379 0.137 1.891 0.255
H -2.525 0.332 0.838 0.285
```

For the HOMO energy, the calculation gives -9.04 eV. The net charge is 0. The LUMO energy is -1.52 eV.

=====

Model two:
A structure of composition C2H3N3OS, computed with the ωB97M-V functional and the def2-TZVPD basis.

Geometry as XYZ:
```
10
Properties=species:S:1:pos:R:3:mulliken_charge:R:1
C -0.620 -0.556 -0.182 0.509
C 0.409 0.419 0.026 0.389
H -2.251 -1.433 0.498 0.355
H 0.228 -0.001 -2.935 0.275
H 1.547 1.834 1.176 0.156
N -0.796 -0.953 -1.377 -0.681
N 0.181 -0.265 -1.958 0.365
N 0.879 0.553 -1.234 -0.604
O -1.468 -0.879 0.850 -0.535
S 0.727 0.757 1.711 -0.230
```

For the HOMO energy, the calculation gives -8.61 eV. The net charge is 0. The LUMO energy is 0.73 eV.

=====

We find model two to be the most stable, with the next structure 2.948 eV higher.

=====

Model one:
A cluster of 3 separate species, C4H12O3 in total, computed with the ωB97M-V functional and the def2-TZVPD basis.

Geometry as XYZ:
```
19
Properties=species:S:1:pos:R:3:mulliken_charge:R:1
C 0.246 -1.181 -1.116 -1.386
C -0.399 -0.970 0.263 1.030
C -0.668 -2.282 1.019 -1.660
C -1.577 -0.096 0.211 -0.098
O -1.727 0.927 -0.421 -0.544
H -0.369 -1.819 -1.745 0.426
H 1.178 -1.689 -0.852 0.356
H 0.477 -0.234 -1.614 0.326
H 0.358 -0.422 0.830 0.052
H 0.278 -2.831 0.945 0.406
H -1.484 -2.912 0.641 0.367
H -0.852 -2.087 2.072 0.410
H -2.432 -0.476 0.818 0.331
O 2.565 0.514 0.471 -0.598
H 3.156 1.079 0.977 0.305
H 1.866 1.135 0.214 0.321
O 0.648 2.586 -0.449 -0.662
H 0.471 3.213 -1.149 0.302
H -0.216 2.317 -0.091 0.317
```

For the HOMO energy, the calculation gives -9.95 eV. The net charge is 0. The LUMO energy is 0.76 eV.

=====

Model two:
A cluster of 3 separate species, C4H12O3 in total, computed with the ωB97M-V functional and the def2-TZVPD basis.

Geometry as XYZ:
```
19
Properties=species:S:1:pos:R:3:mulliken_charge:R:1
C 1.046 0.452 0.942 -1.266
C 1.146 -0.007 -0.505 -0.259
C -0.008 -0.603 -1.283 -0.229
C -1.259 0.316 -0.959 -0.038
O -1.828 0.892 -1.853 -0.476
H 2.062 0.538 1.389 0.258
H 0.463 -0.069 1.656 0.397
H 0.606 1.457 0.892 0.391
H 1.876 -0.830 -0.477 0.302
H 1.357 0.835 -1.148 0.247
H -0.474 -1.536 -0.833 0.061
H 0.178 -0.673 -2.410 0.276
H -1.665 0.253 0.075 0.332
O -2.559 -4.240 1.266 -0.652
H -3.469 -3.865 1.272 0.324
H -2.063 -3.625 0.711 0.326
O 2.998 3.410 1.445 -0.633
H 3.903 3.564 1.277 0.306
H 2.779 2.503 1.564 0.332
```

For the HOMO energy, the calculation gives -9.62 eV. The net charge is 0. The LUMO energy is 0.44 eV.

=====

Model three:
A cluster of 2 separate species, C4H12O3 in total, computed with the ωB97M-V functional and the def2-TZVPD basis.

Geometry as XYZ:
```
19
Properties=species:S:1:pos:R:3:mulliken_charge:R:1
O -0.501 -3.005 -0.661 -0.578
C -0.227 -1.692 -0.145 -0.394
C -1.356 -0.740 -0.491 -0.205
C -1.651 0.186 0.653 -0.650
C -0.989 1.461 1.050 -0.527
O 0.375 1.259 1.267 -0.527
H -0.724 -3.008 -1.554 0.278
H -0.090 -1.935 0.889 0.309
H 0.744 -1.502 -0.593 0.228
H -2.265 -1.389 -0.827 0.309
H -1.182 -0.078 -1.460 0.238
H -1.454 -0.355 1.593 0.285
H -2.736 0.320 0.840 0.401
H -1.386 2.119 1.896 0.285
H -0.893 2.106 0.180 0.245
H 0.533 0.755 2.119 0.302
O 4.418 1.604 -1.375 -0.618
H 4.976 2.451 -1.137 0.331
H 4.411 1.441 -2.243 0.289
```

For the HOMO energy, the calculation gives -10.05 eV. The net charge is 0. The LUMO energy is 0.90 eV.

=====

We find model one to be the most stable, with the next structure 1.281 eV higher.

=====

Model one:
A cluster of 3 separate species, C4H12O3 in total, computed with the ωB97M-V functional and the def2-TZVPD basis.

Geometry as XYZ:
```
19
Properties=species:S:1:pos:R:3:mulliken_charge:R:1
C 1.848 1.980 0.448 -1.171
C 0.364 1.842 0.790 0.064
C -0.465 1.689 -0.224 -0.211
C -1.976 1.596 -0.027 -0.521
O -2.212 0.876 1.175 -0.491
H 2.073 3.074 0.380 0.259
H 2.540 1.594 1.200 0.342
H 2.190 1.526 -0.497 0.300
H 0.118 1.942 1.849 0.297
H -0.153 1.660 -1.280 0.258
H -2.313 0.961 -0.860 0.258
H -2.492 2.576 -0.040 0.334
H -2.427 1.516 1.854 0.292
O 2.039 -5.588 -2.148 -0.632
H 2.763 -4.989 -1.909 0.315
H 1.440 -5.214 -1.476 0.316
O -0.951 -2.305 -0.132 -0.627
H -1.242 -3.091 0.343 0.312
H -1.143 -1.644 0.556 0.306
```

For the HOMO energy, the calculation gives -9.39 eV. The net charge is 0. The LUMO energy is 0.67 eV.

=====

Model two:
A cluster of 4 separate species, C4H12O3 in total, computed with the ωB97M-V functional and the def2-TZVPD basis.

Geometry as XYZ:
```
19
Properties=species:S:1:pos:R:3:mulliken_charge:R:1
C 1.083 -0.026 0.886 -0.413
C 1.121 0.409 -0.459 1.313
C 0.683 -0.485 -1.557 -1.226
C 1.364 1.845 -0.797 -1.469
O 0.955 -1.173 1.350 -0.571
H 1.241 0.831 1.548 0.391
H -0.520 1.928 1.043 0.148
H 1.527 -0.733 -2.310 0.361
H -0.039 0.045 -2.152 0.315
H 0.347 -1.444 -1.214 0.381
H 2.111 1.992 -1.577 0.417
H 1.738 2.349 0.122 0.358
H 0.435 2.337 -1.104 0.414
H -3.385 1.182 0.761 0.277
H -1.799 1.356 0.635 0.048
O -2.686 0.899 0.167 -0.716
H -0.660 -1.499 0.809 0.289
H -2.050 -0.939 0.387 0.376
O -1.479 -1.723 0.319 -0.692
```

For the HOMO energy, the calculation gives -8.85 eV. The net charge is 0. The LUMO energy is -3.38 eV.

=====

Model three:
A cluster of 2 separate species, C4H12O3 in total, computed with the ωB97M-V functional and the def2-TZVPD basis.

Geometry as XYZ:
```
19
Properties=species:S:1:pos:R:3:mulliken_charge:R:1
C 0.821 -1.331 -1.543 -1.034
C 1.540 -0.206 -0.813 -0.459
C 0.560 0.872 -0.356 0.928
O 1.228 1.695 0.572 -0.566
O 0.032 1.632 -1.404 -0.542
H 0.283 -0.940 -2.405 0.280
H 0.106 -1.808 -0.878 0.246
H 1.534 -2.076 -1.887 0.355
H 2.297 0.254 -1.454 0.347
H 2.039 -0.589 0.077 0.275
H -0.313 0.400 0.109 -0.417
H 0.678 2.472 0.737 0.322
H 0.763 1.935 -1.960 0.330
C -2.194 -0.172 1.737 -0.680
O -1.214 -1.181 1.708 -0.481
H -2.989 -0.412 2.459 0.299
H -2.630 -0.124 0.740 0.247
H -1.765 0.800 1.995 0.267
H -0.776 -1.221 2.565 0.281
```

For the HOMO energy, the calculation gives -10.36 eV. The net charge is 0. The LUMO energy is 0.79 eV.

=====

Model four:
A cluster of 3 separate species, C4H12O3 in total, computed with the ωB97M-V functional and the def2-TZVPD basis.

Geometry as XYZ:
```
19
Properties=species:S:1:pos:R:3:mulliken_charge:R:1
C -2.655 0.904 0.336 -1.001
C -1.572 0.008 0.990 -0.247
C -0.710 -0.703 0.268 0.683
C 0.211 -1.749 0.801 -1.363
O -0.669 -0.531 -1.097 -0.533
H -2.909 1.630 1.118 0.308
H -2.278 1.314 -0.597 0.295
H -3.508 0.255 0.116 0.260
H -1.830 -0.299 1.991 0.322
H 1.237 -1.590 0.470 0.334
H 0.153 -1.741 1.886 0.329
H -0.093 -2.767 0.561 0.345
H -0.179 -1.201 -1.591 0.310
O 1.121 1.672 -0.939 -0.726
H 0.311 1.195 -0.687 0.359
H 0.986 2.588 -0.680 0.291
O 3.248 0.045 0.049 -0.653
H 2.610 0.714 -0.230 0.372
H 3.805 -0.007 -0.735 0.316
```

For the HOMO energy, the calculation gives -8.74 eV. The net charge is 0. The LUMO energy is 0.66 eV.

=====

We find model three to be the most stable, with the next structure 0.058 eV higher.

=====

Model one:
A cluster of 3 separate species, C4H12O3 in total, computed with the ωB97M-V functional and the def2-TZVPD basis.

Geometry as XYZ:
```
19
Properties=species:S:1:pos:R:3:mulliken_charge:R:1
C -0.265 0.949 1.919 -1.240
C 0.298 1.715 0.680 0.990
C -0.828 2.288 -0.144 -1.814
C 1.182 0.913 -0.246 -0.273
O 2.306 0.565 0.017 -0.536
H -0.004 -0.099 1.836 0.341
H -1.347 0.926 2.030 0.366
H 0.216 1.389 2.782 0.289
H 0.937 2.480 1.110 0.240
H -1.439 2.985 0.425 0.406
H -1.518 1.500 -0.441 0.421
H -0.567 2.759 -1.086 0.424
H 0.783 0.764 -1.250 0.371
O -2.217 -5.298 -4.604 -0.640
H -2.673 -4.586 -5.071 0.320
H -1.643 -4.807 -3.991 0.321
O 2.033 -1.425 2.351 -0.638
H 2.442 -2.233 2.012 0.310
H 2.305 -0.786 1.674 0.341
```

For the HOMO energy, the calculation gives -10.17 eV. The net charge is 0. The LUMO energy is 0.67 eV.

=====

Model two:
A cluster of 2 separate species, C4H12O3 in total, computed with the ωB97M-V functional and the def2-TZVPD basis.

Geometry as XYZ:
```
19
Properties=species:S:1:pos:R:3:mulliken_charge:R:1
C 0.514 1.262 -1.614 -1.358
C 0.032 0.030 -0.894 0.348
O -1.404 0.284 -0.618 -0.603
C 0.679 -0.084 0.478 -0.552
C 1.405 -1.412 0.810 -0.733
O 1.072 -2.699 0.296 -0.522
H 0.102 1.386 -2.613 0.332
H 1.602 1.288 -1.770 0.363
H 0.498 2.079 -0.876 0.283
H 0.055 -0.921 -1.452 0.500
H -1.882 -0.388 -1.125 0.279
H 1.423 0.665 0.768 0.360
H -0.133 0.135 1.178 0.298
H 2.453 -1.209 0.547 0.271
H 1.390 -1.462 1.897 0.392
H 0.518 -3.099 0.972 0.318
O -2.025 2.292 1.275 -0.649
H -1.964 1.791 0.441 0.390
H -1.080 2.344 1.464 0.282
```

For the HOMO energy, the calculation gives -10.43 eV. The net charge is 0. The LUMO energy is 0.63 eV.

=====

Model three:
A cluster of 3 separate species, C4H12O3 in total, computed with the ωB97M-V functional and the def2-TZVPD basis.

Geometry as XYZ:
```
19
Properties=species:S:1:pos:R:3:mulliken_charge:R:1
C -0.798 1.567 -1.849 -0.981
C -0.985 1.583 -0.293 -0.239
C -0.315 0.713 0.434 0.579
C -0.408 0.462 1.915 -1.268
O 0.644 -0.138 -0.059 -0.611
H -1.408 0.764 -2.314 0.258
H 0.230 1.418 -2.120 0.271
H -1.224 2.498 -2.335 0.307
H -1.671 2.368 0.098 0.327
H 0.592 0.520 2.468 0.309
H -1.024 -0.389 2.299 0.246
H -1.103 1.170 2.410 0.324
H 1.427 -0.458 0.663 0.461
O -0.776 -2.776 -0.661 -0.641
H -1.383 -2.752 0.048 0.296
H -0.104 -2.077 -0.460 0.364
O 2.983 -1.317 0.260 -0.728
H 2.671 -0.893 -0.603 0.374
H 2.651 -2.263 0.100 0.349
```

For the HOMO energy, the calculation gives -8.80 eV. The net charge is 0. The LUMO energy is 0.43 eV.

=====

We find model one to be the most stable, with the next structure 0.479 eV higher.